# ClMg

A structure of composition ClMg (wB97M-V/def2-TZVPD, the OMol25 dataset).

Positions of all 2 atoms, in Å:
Mg  -0.89  -0.42  0.61
Cl  0.89  0.42  -0.61

Output
Max |F| (eV Å⁻¹): 0.59
Expectation value of S²: 0.752
Frontier orbital gap (spin up / spin down) (Ha): 0.398 / 0.293
DFT total energy (eV): -17943.805
Energy above the lowest of the compared OMol25 structures with the same formula, charge and spin (kcal/mol): 0.5
E_HOMO (spin up / spin down) (eV): -24.91 / -24.40
2S+1: 2
Charge: +2

Computed Löwdin charges, given in elementary charges: 1.42, 0.58

***

# C8H16AgAs2F12O6

A structure of composition C8H16AgAs2F12O6 at a distorted geometry (wB97M-V/def2-TZVPD, the OMol25 dataset).

Positions of all 45 atoms, in Å:
H  -1.83  -2.39  0.48
F  0.19  4.49  1.92
H  -3.05  -3.27  1.27
C  3.43  -0.17  1.90
C  -3.90  -1.97  -0.30
H  2.77  0.68  2.11
F  0.56  5.34  -0.47
H  -3.95  -2.87  -0.91
As  0.30  3.67  0.33
H  4.41  0.04  -3.57
F  0.27  1.98  1.13
O  -2.52  0.44  3.10
F  0.57  -1.95  -3.77
O  2.24  0.46  -0.52
C  -2.38  -0.14  1.91
C  3.68  0.10  -2.76
O  4.20  0.09  -1.44
H  -2.32  2.10  4.22
H  2.96  -0.66  -3.06
H  4.17  0.01  2.67
F  -1.01  -2.53  -1.93
H  -1.19  2.13  2.94
H  -4.81  -1.65  0.21
H  -3.58  -1.21  -1.01
F  -1.22  -1.16  -5.22
C  2.73  -1.53  2.11
O  4.11  -0.10  0.67
H  2.35  -1.50  3.13
C  3.41  0.13  -0.43
F  2.09  3.49  0.50
C  -2.20  1.80  3.18
F  0.37  2.93  -1.24
F  -1.48  -3.52  -4.17
H  3.05  0.98  -2.82
O  -2.84  -1.36  1.98
H  1.97  -1.75  1.35
F  -2.99  -1.62  -3.34
Ag  -0.30  0.65  -0.72
As  -1.24  -1.85  -3.61
H  3.56  -2.21  2.25
C  -2.85  -2.28  0.86
H  -3.01  2.36  2.71
F  -1.13  -0.27  -2.80
O  -2.01  0.32  0.86
F  -1.56  3.76  0.28

Output
Max |F| (eV Å⁻¹): 5.33
Expectation value of S²: 0.753
Frontier orbital gap (spin up / spin down) (Ha): 0.379 / 0.167
DFT total energy (eV): -179127.663
E_HOMO (spin up / spin down) (eV): -12.28 / -12.20
2S+1: 2

Löwdin population analysis, charges in e, atoms 1 to 8: 0.10, -0.26, 0.12, -0.21, -0.04, 0.12, -0.29, 0.08

***

# C4H7N3S

The molecule C4H7N3S at a distorted geometry (wB97M-V/def2-TZVPD, the OMol25 dataset).

Positions of all 15 atoms, in Å:
N  1.05  -0.81  0.00
C  -0.93  -0.45  1.28
C  -0.24  0.54  -2.10
H  -2.67  0.03  2.27
N  -2.04  0.23  1.37
H  -0.76  1.14  -2.79
N  -0.30  -0.49  0.05
S  1.61  1.35  1.37
C  -0.90  0.32  -0.93
H  -1.91  0.82  -0.48
H  3.08  -0.16  0.36
H  0.83  0.30  -2.20
H  -0.26  -1.33  1.84
H  1.42  -1.59  -0.43
C  2.01  0.10  0.37

Output
Max |F| (eV Å⁻¹): 3.86
Frontier orbital gap (Ha): 0.324
DFT total energy (eV): -19563.165
Structure (SMILES): [H]/N=C/N(C=C)NC=S
Energy above the lowest of the compared OMol25 structures with the same formula, charge and spin (kcal/mol): 106.4
E_HOMO (eV): -8.65
2S+1: 1

Löwdin population analysis, charges in e, atoms 1 to 8: -0.05, -0.32, 0.01, 0.11, 0.03, 0.03, -0.19, 0.63

***

# C9H15N2

A cluster of 2 separate species, C9H15N2 in total at a distorted geometry (wB97M-V/def2-TZVPD, the OMol25 dataset).

Positions of all 26 atoms, in Å:
H  -1.26  2.58  -0.57
C  -3.98  -0.84  -0.53
C  -0.69  1.27  0.96
H  -2.21  -1.65  1.40
H  -3.57  -1.36  -1.48
C  -0.93  -0.11  1.36
C  2.50  1.59  -0.01
C  3.58  -1.22  -0.01
H  1.65  -1.51  0.92
N  -2.75  -0.23  -0.09
H  4.29  -1.02  0.79
H  3.60  1.53  0.17
H  2.64  1.84  -1.02
C  2.10  -0.90  0.07
H  -0.30  -0.41  2.17
H  2.22  2.60  0.26
C  -2.03  -0.77  0.95
C  -2.42  0.92  -0.70
H  1.48  -1.11  -0.81
H  3.77  -2.16  -0.36
H  4.15  -0.74  -0.89
N  -1.39  1.65  -0.19
H  -4.52  -1.54  0.10
C  1.61  0.42  0.10
H  -4.72  -0.22  -1.01
H  -2.86  1.40  -1.58

Output
Max |F| (eV Å⁻¹): 4.83
Frontier orbital gap (spin up / spin down) (Ha): 0.247 / 0.247
DFT total energy (eV): -12542.163
Energy above the lowest of the compared OMol25 structures with the same formula, charge and spin (kcal/mol): 178.1
E_HOMO (spin up / spin down) (eV): -10.82 / -10.82
2S+1: 1
Charge: +1

Löwdin population analysis, charges in e, atoms 1 to 8: 0.15, -0.01, 0.01, 0.11, 0.14, -0.10, -0.10, -0.10

***

# C22H26N2O7S

A cluster of 3 separate species, C22H26N2O7S in total at a distorted geometry (wB97M-V/def2-TZVPD, the OMol25 dataset).

Positions of all 58 atoms, in Å:
C  -2.90  1.47  0.46
S  2.88  5.61  1.15
H  -0.69  1.02  -4.13
H  0.46  -3.66  2.05
O  -2.95  -0.83  -3.43
O  0.81  0.51  -1.66
C  5.19  0.02  0.80
H  4.49  3.75  -0.18
C  -1.21  -2.31  1.98
C  2.74  5.02  -0.57
H  4.84  -2.04  1.28
H  -0.75  1.79  0.40
C  -0.97  -0.02  -4.31
H  -2.72  -0.83  1.81
C  0.29  -0.77  0.31
C  2.22  -2.29  0.43
C  -1.72  -1.12  1.50
C  -1.46  1.02  0.07
H  -3.78  -7.00  3.46
H  -2.79  2.37  1.08
H  -0.66  -0.34  -5.30
H  1.88  2.73  -0.08
H  5.33  2.06  0.26
C  -4.46  -6.17  3.29
H  -5.13  -6.03  4.14
N  -2.45  -0.10  -4.26
H  -3.49  0.71  0.97
H  -5.02  -6.30  2.37
H  -4.54  2.47  -0.60
O  -3.07  0.57  -5.06
C  3.39  1.25  -0.20
O  -2.95  -4.64  4.12
H  -3.43  0.09  -1.46
O  2.58  -3.42  0.15
C  -0.99  -0.32  0.64
C  4.68  1.19  0.28
H  2.93  5.82  -1.29
C  2.64  0.08  -0.14
H  6.21  0.02  1.16
O  -3.86  0.90  -1.74
H  -0.56  -0.66  -3.54
H  2.24  4.67  1.88
C  0.80  -1.95  0.82
H  -2.95  2.67  -1.35
C  3.14  -1.09  0.37
C  2.72  2.51  -0.75
C  -3.60  1.96  -0.82
N  -3.64  -4.94  3.17
C  4.44  -1.13  0.85
O  -3.71  -4.31  2.13
C  0.05  -2.74  1.65
H  2.29  2.34  -1.73
H  1.69  4.73  -0.73
C  1.20  0.02  -0.61
H  -1.42  0.92  -1.02
C  3.63  3.77  -0.84
H  -1.83  -2.91  2.63
H  3.95  3.88  -1.88

Output
Max |F| (eV Å⁻¹): 1.55
Frontier orbital gap (Ha): 0.319
DFT total energy (eV): -51377.594
Structure (SMILES): O=C1c2cccc(CCCO)c2C(=O)c2c(CCCS)cccc21.C[N+](=O)[O-].C[N+](=O)[O-]
Energy above the lowest of the compared OMol25 structures with the same formula, charge and spin (kcal/mol): 191.5
E_HOMO (eV): -9.18
2S+1: 1

Löwdin population analysis, charges in e, atoms 1 to 8: -0.15, 0.68, 0.10, 0.13, 0.05, 0.10, -0.06, 0.07

***

# C7H6ClN2O3S

The ion C7H6ClN2O3S with charge +1 at a distorted geometry (wB97M-V/def2-TZVPD, the OMol25 dataset).

Positions of all 20 atoms, in Å:
C  -0.17  -1.69  -0.53
C  -0.83  1.13  -0.70
H  -4.40  -0.40  1.07
S  2.33  -2.22  0.34
H  4.49  -1.11  0.65
H  -1.63  1.08  1.27
N  -2.69  -0.15  0.22
C  -1.59  0.53  0.44
O  -1.04  -2.36  -0.97
O  -3.08  -0.64  -0.81
Cl  1.28  2.80  -0.19
H  -1.10  2.18  -1.01
O  -3.45  -0.44  1.33
C  0.96  -1.13  -0.12
N  1.47  0.17  -0.10
C  3.37  -0.88  0.52
H  3.48  1.24  0.13
C  2.79  0.29  0.20
C  0.64  1.20  -0.26
H  -0.84  0.40  -1.48

Output
Max |F| (eV Å⁻¹): 5.27
Frontier orbital gap (Ha): 0.261
DFT total energy (eV): -39822.894
Structure (SMILES): O=C=c1scc/[n+]1=C(\Cl)C/C=[N+](\[O-])O
Energy above the lowest of the compared OMol25 structures with the same formula, charge and spin (kcal/mol): 16.6
E_HOMO (eV): -12.15
2S+1: 1
Charge: +1

Löwdin population analysis, charges in e, atoms 1 to 8: -0.13, -0.11, 0.16, 1.09, 0.14, 0.11, -0.32, -0.06